Density functional theory data (wB97M-V/def2-TZVPD) for a 13-piece molecular cluster, C19H63NO18 overall in a non-equilibrium geometry.

Net charge: 0

CARTESIAN COORDINATES (ANGSTROEM)
O 0.19 -1.06 -3.91
H -3.14 0.49 1.96
H 0.63 5.12 2.87
H -2.76 -0.10 5.12
C -2.04 -1.24 -4.94
H -1.76 3.66 5.38
H 1.86 -4.42 1.05
O 1.95 5.06 -1.61
H 0.77 3.38 -1.33
H 2.26 -3.82 -2.77
O -1.15 2.52 0.07
H -2.83 3.54 3.50
H 0.64 -3.95 -0.83
O -2.81 -0.42 -4.08
H -0.43 4.12 -3.34
H 2.13 -1.59 -1.78
H 4.79 -0.48 -4.58
O 4.83 1.12 -1.75
H -0.80 4.56 2.03
C 0.84 2.51 4.19
C -2.16 0.19 2.32
H -0.79 -3.06 1.76
C 2.15 -0.55 -1.43
H 2.31 5.08 -0.71
C 0.87 -0.23 -0.69
H -1.79 2.05 -1.86
H -1.90 1.28 -3.18
H -0.06 -5.72 -2.97
H -1.56 0.27 1.40
C 0.43 1.23 4.94
H 2.32 3.81 -3.87
C -2.69 0.88 4.66
O 2.39 -1.43 1.69
C 0.10 4.22 2.56
H 0.57 -1.08 -0.07
H -2.16 -2.29 -4.67
H -0.21 4.50 5.57
H 4.95 1.97 -2.19
H 1.64 0.22 -3.20
H -0.02 -0.03 -1.30
H 2.47 -0.52 1.37
H -2.62 -2.85 0.26
O -2.57 3.05 2.70
O -0.01 -4.18 -1.53
O -2.77 -3.61 3.71
H -1.33 2.45 1.03
H 0.33 -2.02 -4.03
H -0.87 -4.52 3.52
H -2.24 -5.43 2.99
H -1.48 5.01 4.45
H -1.95 -1.69 -2.03
C 1.61 -4.54 -3.26
O -1.87 2.18 -2.82
H -1.19 -4.53 0.91
C 0.62 -5.18 -2.30
C 1.66 3.70 -1.88
H 1.42 3.12 4.88
O 3.87 -0.57 -4.83
H -2.10 -0.88 2.49
O 0.34 4.27 -3.90
H 2.00 -2.90 0.83
O 1.06 0.92 0.12
O -2.78 -3.21 1.16
C -0.37 3.28 3.67
H 4.01 0.75 -2.15
N -1.39 2.37 3.11
O 2.43 0.19 -2.64
H -1.15 -2.77 -1.26
H -3.75 -0.36 -4.30
H 1.09 -5.93 -1.67
C -0.36 0.30 4.01
C -1.83 -4.41 3.01
O 1.92 -3.76 0.35
H 1.21 2.45 -3.55
H 0.69 3.71 1.80
H -2.38 1.54 5.49
H 3.39 -0.61 -3.97
H -0.68 0.42 -5.02
H 0.17 -4.39 -4.62
H 0.27 1.48 0.08
H 1.32 0.73 5.32
H 1.54 2.22 3.40
H 3.04 -0.48 -0.81
C -0.63 -0.67 -5.02
H 2.42 2.98 -1.57
C -0.93 4.14 4.84
H -1.47 3.40 -0.17
H -3.68 1.24 4.38
O 0.84 -3.79 -4.27
H -0.17 -1.06 -5.93
H -2.40 -1.20 -5.98
O -1.85 -2.09 -1.16
H -3.31 -3.20 3.02
C -1.59 -3.80 1.62
H -0.17 1.51 5.80
C -1.67 1.00 3.53
H 3.01 -1.48 2.44
H 0.26 0.18 3.12
H -0.55 -0.64 4.51
C 1.40 3.51 -3.36
H 2.22 -5.15 -3.93

***

Density functional theory data (wB97M-V/def2-TZVPD) for a 13-piece molecular cluster, C19H64N12O13 overall in a non-equilibrium geometry.

Net charge: 0
Relative energy (zero: lowest compared OMol25 entry of this formula, charge and spin) in kcal per mole: 197.3

CARTESIAN COORDINATES (ANGSTROEM)
H -12.88 -9.01 3.01
H -6.09 -6.30 1.48
H -11.65 -4.76 10.18
O -11.71 -11.95 2.93
H -5.52 -9.69 4.01
H -8.72 -7.21 3.44
H -15.53 -6.66 9.00
H -6.97 -11.49 8.08
O -9.00 -6.64 5.00
H -8.42 -8.40 7.05
H -15.00 -7.30 6.58
O -11.53 -6.97 1.93
H -9.12 -4.87 4.28
N -10.87 -2.68 2.80
H -11.69 -8.11 6.21
H -10.76 -2.91 1.82
C -7.05 -5.93 1.83
C -5.42 -7.49 4.51
O -13.64 -6.46 9.56
H -8.99 -10.53 6.30
H -6.97 -5.71 2.93
C -9.75 -7.39 5.80
C -10.00 -7.88 9.63
H -5.84 -5.46 6.05
C -14.59 -6.40 8.56
N -9.64 -4.38 3.54
H -12.50 -12.94 6.65
N -9.39 -8.25 6.75
H -9.30 -4.54 2.61
H -8.24 -4.28 7.60
O -7.79 -3.98 5.66
H -9.39 -7.05 9.38
H -11.12 -6.19 9.14
N -6.06 -11.17 7.82
H -10.66 -5.82 6.94
H -12.46 -10.31 5.31
O -8.61 -7.68 2.60
H -7.15 -4.97 1.35
N -13.60 -6.95 3.14
H -13.27 -7.28 7.12
O -4.29 -7.62 5.33
O -12.93 -10.29 6.14
H -7.88 -9.46 4.54
C -12.36 -6.59 2.96
H -11.17 -9.03 4.46
C -5.41 -8.70 3.56
H -13.68 -10.42 2.57
H -6.82 -10.71 5.11
H -4.49 -8.66 2.93
H -6.21 -8.68 2.88
N -10.81 -4.80 7.15
H -14.22 -6.76 3.92
H -7.10 -6.28 6.92
H -12.69 -5.18 4.46
O -7.04 -9.06 7.68
H -11.11 -12.62 7.58
N -12.93 -10.00 3.05
C -5.96 -9.92 7.53
H -6.08 -5.33 7.92
H -10.29 -10.62 4.47
C -8.25 -6.82 1.58
C -6.51 -5.36 6.90
H -3.57 -7.14 4.87
H -11.52 -1.92 3.05
C -12.06 -10.81 7.08
H -12.51 -10.85 8.09
H -6.36 -7.45 5.07
N -11.06 -9.99 4.11
H -9.09 -6.25 1.36
C -8.00 -11.31 3.42
H -9.40 -8.73 9.34
H -4.16 -10.30 6.57
H -10.00 -8.43 7.47
C -7.41 -4.19 6.96
N -12.02 -5.83 3.96
O -10.62 -3.00 5.15
C -10.38 -3.35 3.81
H -10.54 -4.06 6.46
H -12.79 -6.04 9.27
O -10.88 -3.00 8.58
H -11.16 -12.54 5.73
H -5.20 -6.59 4.00
H -8.10 -7.36 0.65
H -11.02 -5.47 3.89
H -14.53 -5.41 8.26
H -7.94 -3.08 5.50
H -9.01 -11.13 2.99
H -7.35 -11.07 2.51
N -11.03 -7.59 5.55
C -11.66 -12.26 6.66
H -14.43 -8.44 7.81
H -11.86 -8.42 9.30
C -11.03 -4.32 8.30
N -4.78 -9.66 7.05
H -6.85 -3.30 7.28
H -13.97 -7.52 2.33
C -11.83 -10.67 3.29
H -4.68 -8.76 6.55
H -11.49 -6.90 4.86
O -8.88 -11.06 5.48
H -7.81 -12.30 3.70
H -5.26 -11.63 8.22
O -11.18 -7.92 8.86
H -11.12 -10.26 7.12
N -11.27 -5.18 9.28
C -7.81 -10.54 4.68
C -14.30 -7.35 7.44
H -10.22 -8.02 10.72

***

Density functional theory data (wB97M-V/def2-TZVPD) for C19H66B2NO37 as an isolated structure in a non-equilibrium geometry.

Net charge: -1
Relative energy (zero: lowest compared OMol25 entry of this formula, charge and spin) in kcal per mole: 46.6

CARTESIAN COORDINATES (ANGSTROEM)
O -1.51 2.99 -3.73
H 1.70 -4.05 1.82
H 4.36 -0.57 -1.89
O 3.53 4.14 2.15
H -2.09 -0.33 1.02
H 5.46 -3.83 -0.88
H -4.23 -3.10 2.89
O 2.21 -6.76 1.10
H 1.83 0.05 1.08
H -5.64 -0.99 2.52
H 2.07 5.41 -3.40
O -3.62 4.84 -1.94
C -0.03 8.00 -2.39
H 1.35 2.37 -2.47
H -0.44 -6.01 -0.92
C 1.57 3.03 -1.63
H 2.29 -3.51 4.51
H 3.53 5.90 -3.96
C -1.01 -1.55 -0.52
O -2.03 -5.08 -0.74
C 1.70 2.02 -0.44
H 0.98 0.39 -1.54
N 0.38 -1.52 0.15
O -1.62 -0.52 4.21
O -6.62 -1.64 -2.03
O 5.12 -0.28 -0.41
O -3.22 8.94 1.72
H 3.11 -6.40 1.22
O -4.39 2.83 -0.73
O -6.79 -0.26 1.48
H 1.87 2.42 0.58
H -1.28 0.02 4.82
H -7.22 -1.22 -1.54
H 3.22 -2.06 0.55
H -4.49 -4.12 3.82
H 2.54 0.16 -3.76
O -1.18 6.46 -1.42
O -4.89 -1.28 2.89
H -7.68 0.16 1.87
O 0.51 -5.96 -1.11
H -2.43 -5.41 0.08
O 0.60 -4.05 4.81
C 0.70 0.90 -0.59
H 5.47 -1.16 -0.21
O -3.13 5.16 -4.07
H -2.41 -0.09 3.88
H -3.70 -1.38 -1.45
H 3.51 -1.50 -2.69
H -0.98 -0.93 -1.38
H 0.83 -3.00 -1.24
O 5.04 -2.81 2.62
H 2.57 1.54 -3.96
H 5.55 -3.54 0.46
H -0.18 -3.80 5.21
H 2.92 -2.51 5.47
H 5.44 -6.04 1.18
H -2.65 -5.07 -1.48
O 5.65 -3.17 -0.34
C 2.39 -2.73 0.32
H 1.00 -5.95 -0.30
H 0.75 3.74 -1.13
C 0.24 -2.48 1.29
H 0.99 -6.68 2.40
O 2.73 -2.89 -3.58
H 2.96 -3.78 -3.62
H 2.12 -2.32 2.43
H 4.91 0.16 0.37
H -0.45 -6.97 3.18
O 2.05 0.76 -4.30
H 2.41 3.82 -1.82
C -3.38 3.32 1.17
H -0.20 -1.88 2.10
O -5.30 1.96 1.06
O 2.79 5.26 -4.15
H -6.31 0.55 1.39
C -2.07 3.49 -2.83
O -3.85 -3.85 3.18
C -4.53 2.73 0.50
H -1.25 -2.48 -0.74
C -3.86 8.20 -0.46
O -2.84 3.04 2.21
O 3.99 2.52 -4.01
B -1.79 7.75 -1.17
H -0.41 -3.21 1.05
H 2.02 -1.59 -1.30
O 4.71 -5.50 1.12
O -1.79 8.03 0.37
H 2.77 4.38 2.67
C 1.39 -2.18 -0.65
C -2.90 4.59 -2.96
H 4.94 -1.81 2.89
O 0.39 5.74 -2.65
H 2.68 -7.68 0.96
H -0.08 1.28 -0.72
H -4.45 -0.84 0.15
C -0.24 6.63 -2.17
H 0.17 -0.06 1.36
O 0.76 8.53 -3.11
O -2.18 3.01 -1.67
H 3.43 4.60 1.39
O -3.24 7.86 -1.49
H -3.29 0.17 -0.99
B -3.29 3.69 -0.98
H 0.46 -4.95 4.34
H 2.87 -3.75 -0.07
H 2.01 -3.09 -4.06
O -0.96 8.71 -1.92
O 3.97 -0.59 -2.65
C 0.80 -0.14 0.55
H -2.69 -1.51 1.03
C 1.63 -2.93 1.63
O 0.33 -6.53 3.26
H 4.68 -5.25 0.24
O 3.22 -3.13 4.82
O -4.93 8.71 -0.42
H 3.95 3.42 -4.00
C -2.91 8.38 0.62
C -3.57 -0.75 -0.53
O -2.79 4.09 0.32
H 2.68 1.54 -0.41
H 4.36 -3.13 3.19
H 4.63 2.52 -3.32
H -7.15 -2.23 -2.55
H -5.35 -1.54 3.58
C -2.27 -1.03 0.39

***

Density functional theory data (wB97M-V/def2-TZVPD) for C19H67BaF3O18 as an isolated structure in a non-equilibrium geometry.

Net charge: 0
Relative energy (zero: lowest compared OMol25 entry of this formula, charge and spin) in kcal per mole: 0.0

CARTESIAN COORDINATES (ANGSTROEM)
H 6.73 17.65 9.23
H 9.74 16.97 6.51
O 11.05 26.93 5.04
H 8.84 15.47 5.92
O 9.29 17.98 -0.93
H 12.25 18.67 8.98
F 11.69 22.78 6.34
O 7.38 17.67 8.52
F 12.63 22.26 4.46
H 6.65 18.64 4.94
H 8.46 16.13 8.17
O 7.58 17.73 3.31
H 8.94 18.62 9.52
H 8.37 17.02 0.69
H 12.31 14.33 3.80
H 6.98 14.44 2.18
H 13.73 24.77 6.04
O 10.52 23.93 0.79
C 10.69 25.66 4.49
H 8.38 18.08 -1.23
H 9.54 23.72 7.69
C 8.23 18.81 8.71
H 15.43 25.38 6.22
H 13.51 23.83 2.49
F 10.62 21.59 4.88
H 15.69 21.08 8.36
H 9.71 24.25 0.40
H 10.21 22.08 1.70
C 11.75 17.55 4.04
H 11.74 17.02 9.48
H 12.97 16.25 7.70
H 8.79 18.93 7.79
O 9.26 15.61 7.97
H 11.48 20.47 9.51
O 8.71 15.19 3.07
O 15.00 23.73 7.34
O 7.62 23.31 8.39
H 10.15 17.19 0.80
H 8.22 24.30 6.65
H 7.62 18.54 2.80
H 15.26 21.01 2.24
H 15.04 21.07 10.00
C 8.55 23.49 7.30
C 11.83 21.79 5.44
O 12.51 19.45 5.27
H 13.91 20.34 3.10
H 11.08 19.56 3.78
H 15.10 23.94 5.27
C 6.49 17.83 4.23
H 13.96 23.21 0.93
O 15.77 20.06 4.03
O 10.55 13.24 4.00
C 9.23 17.66 0.47
H 11.10 17.79 8.00
H 10.99 23.35 2.69
C 10.22 23.14 1.95
H 12.45 12.58 3.61
H 10.87 26.91 5.99
H 10.78 21.83 8.61
H 14.70 21.82 3.71
H 12.09 16.86 4.81
C 15.70 20.54 9.31
C 7.64 14.21 3.02
H 11.73 13.50 2.31
H 8.29 16.05 3.25
Ba 15.17 18.47 6.27
C 9.58 15.88 6.60
H 7.06 14.21 3.94
H 5.53 17.86 3.72
O 15.30 19.19 9.11
H 8.11 13.24 2.87
H 11.10 25.61 3.49
H 9.10 18.58 1.06
O 12.75 22.09 9.17
O 15.07 16.41 4.77
H 14.92 18.84 9.92
H 12.45 17.65 3.21
H 14.32 16.31 4.18
C 11.82 13.44 3.41
H 10.53 18.82 5.32
C 14.11 24.06 1.60
C 11.36 18.91 4.61
C 11.98 17.67 8.64
C 14.78 24.51 6.16
H 10.02 14.03 3.80
H 16.66 20.39 3.89
H 16.71 20.59 9.72
H 15.61 24.87 2.54
H 13.21 21.58 8.47
C 14.86 20.84 3.25
H 11.10 21.99 10.34
H 11.61 20.30 6.91
H 13.78 24.98 1.13
O 15.49 24.13 1.94
C 11.47 21.56 9.41
O 13.08 17.19 7.87
H 10.84 17.10 3.63
C 12.38 20.57 6.15
H 14.48 22.93 7.20
H 7.13 24.12 8.54
H 6.52 16.93 4.85
O 13.54 20.70 6.76
H 9.60 25.52 4.39
H 11.04 24.86 5.15
H 9.27 23.45 2.39
H 10.51 15.36 6.38
H 8.58 22.54 6.77
H 7.67 19.71 8.96

***

Number 1: HOMO level -8.9 eV. Number 2: HOMO level -8.5 eV. Number 3: HOMO level -6.3 eV. Number 4: HOMO level -8.2 eV.